Computed, not measured: 11 unconnected molecules or ions with the total composition C56H139N5O23 at a distorted geometry, with ωB97M-V with the def2-TZVPD basis set.

Properties
Energy in eV: -114841.163
HOMO (alpha / beta) in eV: -10.57 / -10.57
Frontier orbital gap (alpha / beta) in eV: 8.99 / 4.06
Charge: +1
Multiplicity: 2
LUMO energy (alpha / beta) in eV: -1.58 / -6.51
Molar mass in g mol⁻¹: 1250.74
Expectation value of S²: 0.754

XYZ file:
```
223
C56H139N5O23 (ωB97M-V with the def2-TZVPD basis set)
C -1.6776 -1.1140 -4.1941
O -1.3399 -2.5625 -4.1021
C -0.1766 -3.0220 -4.9204
C 0.2989 -4.4723 -4.7612
O 0.9879 -4.6991 -3.5895
C 0.1964 -4.6659 -2.3732
C -0.6294 -5.8525 -2.1453
O -1.4755 -6.3256 -3.1652
C -2.2420 -7.5102 -2.9086
H -2.3841 -0.9689 -5.0113
H -0.7950 -0.4799 -4.1097
H -2.4001 -0.7871 -3.4462
H 0.6237 -2.3529 -4.6044
H -0.3033 -2.7861 -5.9769
H 0.9944 -4.7908 -5.5377
H -0.4825 -5.2198 -4.8979
H -0.2862 -3.6974 -2.2426
H 0.9950 -4.6678 -1.6314
H -1.2818 -5.5367 -1.3312
H -0.1699 -6.7786 -1.8000
H -1.5278 -8.2851 -3.1874
H -3.0795 -7.6709 -3.5874
H -2.5942 -7.5695 -1.8788
C 2.3236 -4.2056 7.3583
O 1.2496 -4.0694 6.4696
C 1.5336 -4.2975 5.0319
C 1.9788 -3.0297 4.2455
O 1.0977 -1.9822 4.3406
C -0.0112 -2.0771 3.4398
C -0.8913 -0.7629 3.5330
O -0.3437 0.2534 2.7333
C 0.7672 1.0550 3.3283
H 3.2287 -3.6211 7.1933
H 2.4909 -5.2733 7.5003
H 1.8577 -3.9583 8.3122
H 0.6697 -4.7769 4.5716
H 2.2184 -5.1198 4.8242
H 2.2273 -3.2278 3.2028
H 2.8436 -2.5447 4.6981
H -0.5852 -2.9417 3.7732
H 0.1884 -2.2098 2.3765
H -1.0647 -0.5172 4.5807
H -1.8389 -1.0845 3.1008
H 0.5501 1.8103 4.0835
H 1.3237 1.4787 2.4923
H 1.4370 0.3765 3.8566
C 2.9019 8.4576 1.5766
O 3.8808 9.2076 0.7805
C 3.2786 9.7446 -0.4507
C 2.1764 8.9861 -1.1800
O 2.4367 7.6436 -1.3574
C 1.3086 6.8039 -1.6330
C 1.7177 5.2799 -1.6959
O 2.6843 4.8559 -2.6386
C 2.3609 5.1842 -4.0089
H 2.1339 9.2125 1.7450
H 3.3736 7.9824 2.4367
H 2.5134 7.6579 0.9459
H 4.0729 10.0481 -1.1326
H 2.8064 10.6420 -0.0512
H 2.1099 9.4955 -2.1414
H 1.3003 9.1984 -0.5672
H 0.8250 7.1088 -2.5611
H 0.5055 6.9002 -0.9023
H 0.8082 4.7365 -1.9520
H 1.9946 4.9185 -0.7056
H 2.4687 6.2428 -4.2454
H 1.3473 4.8710 -4.2587
H 3.0551 4.6624 -4.6675
C 9.8138 -4.4522 3.5885
O 8.5531 -4.8456 3.1476
C 8.1132 -4.0255 2.0673
C 7.2232 -4.8816 1.1255
O 6.3545 -5.6925 1.8777
C 5.3248 -6.2982 1.0279
C 4.3742 -5.3505 0.2566
O 3.9652 -4.3201 1.1768
C 3.1610 -3.4132 0.4511
H 10.0601 -5.0283 4.4804
H 9.8346 -3.3893 3.8291
H 10.5288 -4.5522 2.7718
H 8.8974 -3.6397 1.4158
H 7.5699 -3.1792 2.4874
H 7.8677 -5.4962 0.4970
H 6.6347 -4.0704 0.6969
H 4.7413 -7.0662 1.5357
H 5.7882 -7.0361 0.3730
H 3.5445 -5.8612 -0.2320
H 4.7666 -5.0397 -0.7117
H 2.9440 -2.6166 1.1628
H 2.2090 -3.7757 0.0636
H 3.6705 -2.8837 -0.3540
C -4.3727 0.4492 2.9495
O -5.2238 1.5766 2.9208
C -6.0270 1.7569 4.1010
C -7.2356 2.7897 4.0366
O -6.6663 4.1164 4.0141
C -7.4412 5.2295 4.0520
C -8.2380 5.5213 5.3281
O -9.2842 4.5029 5.5618
C -10.0947 4.6965 6.7420
H -4.8312 -0.5312 3.0781
H -3.5769 0.5167 3.6913
H -3.8262 0.4229 2.0068
H -5.3990 2.2012 4.8732
H -6.5286 0.8241 4.3586
H -8.0295 2.5677 4.7496
H -7.6646 2.7670 3.0349
H -7.9962 5.3388 3.1203
H -6.7715 6.0835 3.9504
H -8.6487 6.5142 5.1445
H -7.5661 5.6581 6.1754
H -10.8005 3.9332 7.0698
H -10.6550 5.6147 6.5658
H -9.3438 4.8181 7.5226
C -3.5858 -2.5146 0.7196
O -3.2794 -3.0825 2.0103
C -3.8133 -4.3809 2.2297
C -3.3366 -5.4689 1.2497
O -4.0750 -5.4134 0.0364
C -5.1531 -6.2990 -0.1574
C -5.6399 -6.4100 -1.5814
O -6.1729 -5.2634 -2.1974
C -5.2955 -4.2080 -2.5235
H -4.6318 -2.2213 0.6305
H -3.2608 -3.1177 -0.1282
H -2.9636 -1.6222 0.6521
H -4.9033 -4.3904 2.2339
H -3.4115 -4.6219 3.2139
H -3.3723 -6.4638 1.6935
H -2.3100 -5.2073 0.9935
H -5.9689 -5.9509 0.4763
H -4.7904 -7.2989 0.0808
H -6.3980 -7.1827 -1.7097
H -4.7685 -6.8218 -2.0905
H -5.6902 -3.4068 -3.1484
H -4.3981 -4.5856 -3.0136
H -4.9824 -3.7210 -1.6000
C 3.2378 0.9379 -5.5281
C 4.5562 0.4348 -6.0066
C 4.4964 -1.0459 -6.5929
O 4.4049 -1.8809 -5.4286
C 4.2604 -3.3057 -5.6449
N 4.9315 1.3660 -7.0515
H 2.8450 0.2285 -4.7998
H 2.5291 1.2541 -6.2935
H 3.4359 1.9410 -5.1504
H 5.2989 0.5164 -5.2130
H 5.4126 -1.2784 -7.1356
H 3.7933 -1.1343 -7.4211
H 4.4954 -3.7909 -4.6975
H 4.8730 -3.8048 -6.3956
H 3.2383 -3.4389 -5.9994
H 5.9217 1.1688 -7.0273
H 4.9081 2.3349 -6.7673
C -3.6198 5.1706 3.7559
C -3.0975 4.6246 2.3861
C -2.1064 3.4642 2.4586
O -0.8484 3.8945 3.0679
C -0.1408 4.9255 2.4251
N -4.3084 4.0093 1.8803
H -4.4478 5.8782 3.7995
H -2.7833 5.7242 4.1825
H -4.0370 4.3823 4.3825
H -2.6386 5.3875 1.7573
H -2.1146 2.9331 1.5067
H -2.5067 2.7128 3.1393
H 0.7960 5.0606 2.9657
H -0.5718 5.8994 2.6571
H 0.1574 4.7503 1.3915
H -4.3223 3.1070 2.3339
H -5.1483 4.4692 2.2017
C 0.2581 1.8928 -0.8396
C -0.2273 0.4433 -0.7705
C 0.7777 -0.6478 -0.2387
O 2.0155 -0.6692 -0.9509
C 1.8824 -0.9555 -2.3749
N -1.3923 0.4631 0.0591
H 0.8956 2.0309 -1.7129
H 0.8358 2.3435 -0.0327
H -0.5043 2.6222 -1.1130
H -0.4700 0.0692 -1.7651
H 0.2113 -1.5750 -0.3267
H 0.9978 -0.4699 0.8139
H 2.8310 -0.7150 -2.8549
H 1.1992 -0.3766 -2.9963
H 1.7087 -1.9981 -2.6412
H -2.0156 1.1196 -0.3887
H -1.2307 0.5212 1.0544
C -3.1828 2.3281 -2.9647
C -4.0119 2.3285 -1.6575
C -4.4049 0.8885 -1.2744
O -5.4643 0.4076 -2.0389
C -6.1037 -0.7220 -1.5265
N -3.1414 2.8508 -0.6362
H -2.8448 3.3451 -3.1637
H -3.7046 1.9988 -3.8632
H -2.3025 1.6972 -3.0873
H -4.8685 2.9779 -1.8381
H -4.6681 0.8950 -0.2167
H -3.5618 0.1987 -1.3134
H -5.6408 -1.6950 -1.3614
H -6.8429 -1.0587 -2.2533
H -6.6994 -0.5517 -0.6297
H -2.8538 3.7935 -0.8571
H -3.6300 3.0421 0.2268
C 4.1719 2.0056 -1.8871
C 5.1219 0.8646 -2.0571
C 6.5645 1.2583 -2.2482
O 6.9251 2.0545 -1.1563
C 8.0583 2.9277 -1.3244
N 4.9766 -0.0729 -0.9559
H 3.1998 1.5307 -2.0195
H 4.2635 2.8163 -2.6099
H 4.3868 2.4900 -0.9345
H 4.7920 0.3668 -2.9689
H 6.7023 1.8475 -3.1548
H 7.2360 0.4003 -2.2794
H 8.8771 2.4435 -1.8567
H 8.4405 3.2104 -0.3435
H 7.8446 3.8509 -1.8630
H 5.5670 0.2715 -0.2123
H 4.0459 -0.0864 -0.5637
```

Atomic partial charges in e from the Mulliken method, atoms 1 to 4: -0.44, -0.18, 0.17, -0.78